(1)
83
Properties=species:S:1:pos:R:3:lowdin_charge:R:1 method="wB97M-V/def2-TZVPD" s_squared=2.01 molar_mass_da=798.21 e_lumo_ev="0.3 / -2.4" max_force_ev_per_a=3.7 relative_energy_kcal_mol=0.00 orbital_gap_ev="5.250 / 5.747" homo_energy_ev="-4.91 / -8.19" multiplicity=3
Pt 0.0925 -0.2107 3.6810 1.198
C -1.1879 1.7130 3.2987 -0.232
C -1.4559 0.6500 2.3971 -0.293
C -0.9663 0.7334 0.9705 -0.238
C 0.4100 0.1530 0.6170 -0.221
C 1.2902 -0.0073 1.8300 -0.303
C 1.6594 1.0817 2.6677 -0.259
C 1.1715 2.5033 2.4914 -0.195
C -0.2206 2.8467 3.0912 -0.211
C 1.5616 -1.2346 4.5596 -0.275
H -1.9690 1.9031 4.0443 0.093
H -2.3939 0.0918 2.5545 0.105
H -0.9182 1.8034 0.7225 0.093
H -1.7152 0.2082 0.3617 0.076
H 0.2793 -0.8135 0.1076 0.085
H 0.9132 0.7852 -0.1345 0.098
H 1.9473 -0.8862 1.8265 0.087
H 2.6135 0.9625 3.2081 0.101
H 1.2528 2.8082 1.4330 0.110
H 1.9163 3.1266 3.0098 0.108
H -0.0351 3.3020 4.0778 0.071
H -0.7051 3.6639 2.5279 0.116
H 1.8774 -0.6115 5.4170 0.024
H 2.3840 -1.3613 3.8441 -0.001
H 1.1461 -2.1944 4.9127 0.015
P 1.6859 -0.9492 -2.9329 1.136
P -1.9231 -0.4993 -2.6040 1.117
N 3.0332 0.1648 -3.2432 -0.283
N 2.2791 -2.2866 -4.1583 -0.219
N -2.0757 1.2779 -2.7922 -0.247
N -3.5323 -0.8958 -3.3416 -0.262
C 0.5302 -0.1776 -4.1628 -0.405
C -0.9343 -0.6921 -4.1711 -0.398
C 3.7876 0.7315 -2.1991 -0.150
C 4.8112 1.5006 -2.7423 -0.096
C 4.7044 1.4019 -4.1659 -0.086
C 3.5823 0.6307 -4.4434 -0.141
C 2.4220 -3.6315 -3.8200 -0.169
C 2.7783 -4.3727 -4.9463 -0.107
C 2.9102 -3.4503 -6.0222 -0.095
C 2.5544 -2.1974 -5.5227 -0.174
C -1.8869 2.0707 -1.6619 -0.165
C -1.8055 3.4039 -2.0094 -0.083
C -2.0393 3.4688 -3.4179 -0.080
C -2.1506 2.1545 -3.8781 -0.165
C -4.2953 -0.2007 -4.2884 -0.142
C -5.2826 -1.0412 -4.7935 -0.092
C -5.1490 -2.2997 -4.1225 -0.105
C -4.0779 -2.1895 -3.2485 -0.164
H 0.9212 -0.3855 -5.1742 0.058
H 0.5702 0.9153 -3.9942 0.085
H -1.4667 -0.1646 -4.9861 0.073
H -0.9533 -1.7767 -4.3930 0.084
H 3.5134 0.5404 -1.1746 0.086
H 5.5492 2.0763 -2.2054 0.090
H 5.3685 1.8231 -4.9026 0.092
H 3.1368 0.4005 -5.3966 0.081
H 2.2676 -3.9608 -2.8100 0.087
H 2.9257 -5.4389 -5.0121 0.087
H 3.2441 -3.6437 -7.0281 0.089
H 2.4722 -1.2730 -6.0657 0.072
H -1.8817 1.6195 -0.7008 0.033
H -1.6021 4.2207 -1.3262 0.095
H -2.1581 4.3653 -4.0125 0.094
H -2.3166 1.7779 -4.8777 0.093
H -4.0953 0.8322 -4.5187 0.078
H -5.9981 -0.7875 -5.5621 0.090
H -5.7722 -3.1688 -4.2824 0.090
H -3.6527 -2.9114 -2.5681 0.092
Cl -0.0941 2.0885 6.5824 0.753
C -0.2972 0.5854 7.3812 -0.626
C -0.0042 0.5112 8.7421 -0.105
C -0.1309 -0.7053 9.4193 -0.080
C -0.5150 -1.8441 8.7112 -0.083
C -0.8295 -1.7590 7.3665 -0.049
C -0.7595 -0.5405 6.6837 -0.321
C -1.2389 -0.4503 5.2776 -0.256
H 0.2894 1.4181 9.2632 0.102
H 0.0882 -0.7465 10.4869 0.105
H -0.6003 -2.7955 9.2266 0.103
H -1.1399 -2.6317 6.8053 0.114
H -1.6779 -1.4284 5.0306 0.065
H -2.0367 0.2994 5.1858 0.054


(2)
87
Properties=species:S:1:pos:R:3:lowdin_charge:R:1 method="wB97M-V/def2-TZVPD" molar_mass_da=893.35 e_lumo_ev=-1.0 max_force_ev_per_a=0.9 orbital_gap_ev=6.257 homo_energy_ev=-7.22
Cu -0.2077 0.2150 0.0857 0.255
Se 1.0673 2.1141 7.4581 1.117
N 1.6976 0.7891 6.4578 -0.224
C 1.1220 0.9025 5.2960 -0.338
C 1.3490 -0.0239 4.1868 -0.085
C 2.2136 -1.1120 4.2808 0.007
C 2.3275 -1.9697 3.2111 -0.033
C 1.5615 -1.7162 2.0761 -0.112
N 0.7543 -0.6747 1.9704 0.110
C 0.6510 0.1714 2.9962 -0.124
C -0.2637 1.3277 2.8166 -0.109
N -0.8443 1.4838 1.6105 0.088
C -1.7018 2.4851 1.4529 -0.098
C -2.0049 3.3991 2.4552 -0.028
C -1.3905 3.2654 3.6762 0.007
C -0.5058 2.2083 3.8694 -0.085
C 0.1887 1.9988 5.1423 -0.336
N 0.0166 2.7625 6.1822 -0.225
H 2.7708 -1.2638 5.1969 0.119
H 2.9846 -2.8289 3.2449 0.110
H 1.5977 -2.3799 1.2155 0.117
H -2.1665 2.5518 0.4767 0.104
H -2.7023 4.2027 2.2608 0.112
H -1.5778 3.9527 4.4915 0.119
C 7.9967 -1.0653 -0.7354 -0.051
C 6.5890 -0.5752 -0.9694 -0.268
C 6.2718 0.1913 -2.0841 -0.029
C 4.9759 0.6413 -2.3016 -0.041
C 3.9868 0.3177 -1.3905 -0.285
C 4.2783 -0.4491 -0.2684 -0.042
C 5.5723 -0.8925 -0.0665 -0.031
S 2.3619 0.9861 -1.5770 0.607
O 2.2535 1.3756 -2.9736 -0.362
O 2.2431 2.0323 -0.5872 -0.298
N 1.3433 -0.1608 -1.1900 -0.150
C 1.2799 -1.3678 -1.8645 -0.240
C 2.1436 -1.8207 -2.8494 -0.017
C 1.9985 -3.0979 -3.4250 -0.075
C 0.9999 -3.9490 -3.0519 -0.056
C 0.0749 -3.5283 -2.0683 -0.158
C -1.0008 -4.3363 -1.6343 -0.012
C -1.8672 -3.8774 -0.6873 -0.052
C -1.6736 -2.5834 -0.1649 -0.127
N -0.6906 -1.7991 -0.5407 0.071
C 0.2009 -2.2496 -1.4783 -0.144
H 8.7050 -0.5706 -1.4010 0.074
H 8.0679 -2.1423 -0.9075 0.083
H 8.3083 -0.8770 0.2942 0.080
H 7.0503 0.4399 -2.7964 0.113
H 4.7265 1.2412 -3.1686 0.092
H 3.4876 -0.6790 0.4373 0.097
H 5.8054 -1.4937 0.8060 0.114
H 2.9432 -1.1775 -3.1880 0.095
H 2.7037 -3.4069 -4.1888 0.107
H 0.8959 -4.9287 -3.5032 0.108
H -1.1272 -5.3210 -2.0706 0.118
H -2.6976 -4.4811 -0.3418 0.104
H -2.3518 -2.1828 0.5844 0.115
C 3.7649 2.5841 -5.3517 -0.114
C 2.8060 2.6190 -6.5423 -0.285
S 1.2637 3.4085 -6.1559 0.641
O 1.5205 4.5519 -5.3099 -0.311
O 0.5018 3.5744 -7.3703 -0.314
C 0.4472 2.1883 -5.1562 -0.205
C -0.9073 2.7498 -4.7046 -0.118
N -1.4136 1.9027 -3.6246 0.061
C -1.0427 2.0576 -2.3378 -0.301
N -1.5632 1.1118 -1.5609 0.097
C -2.3343 0.3389 -2.3709 -0.026
C -2.2576 0.8079 -3.6443 -0.134
N -2.8238 0.2201 -4.8157 -0.337
O -2.4716 0.6456 -5.9068 0.079
O -3.6363 -0.6679 -4.6440 0.086
C -0.1114 3.1350 -1.8981 0.011
H 4.7227 2.1640 -5.6590 0.079
H 3.3765 1.9734 -4.5333 0.027
H 3.9313 3.5903 -4.9719 0.084
H 2.5338 1.6227 -6.8994 0.105
H 3.1896 3.1999 -7.3824 0.104
H 1.0938 1.9896 -4.2959 0.060
H 0.3176 1.2877 -5.7588 0.118
H -1.6075 2.7801 -5.5244 0.119
H -0.7824 3.7529 -4.3094 0.117
H -2.8696 -0.5313 -2.0232 0.121
H -0.4795 4.1232 -2.1833 0.099
H 0.8787 2.9976 -2.3389 0.063
H 0.0218 3.0799 -0.8222 0.067


(3)
19
Properties=species:S:1:pos:R:3:lowdin_charge:R:1 method="wB97M-V/def2-TZVPD" molar_mass_da=152.14 e_lumo_ev=0.3 max_force_ev_per_a=3.0 relative_energy_kcal_mol=49.85 orbital_gap_ev=8.224 homo_energy_ev=-7.92
C -2.8983 0.9415 0.5673 -0.105
C -2.8980 -0.5534 0.5597 -0.128
C -1.8861 1.3734 -0.2684 -0.198
C -1.7847 -0.9509 -0.1102 -0.227
C 2.3650 0.9945 -0.2929 -0.220
C 2.6162 -0.4316 0.0594 -0.275
C -1.0652 0.2169 -0.6827 -0.311
N 1.3186 1.4823 0.2019 -0.170
N 1.6348 -0.7022 1.0145 -0.247
P 0.3825 0.4353 1.0763 1.017
H -3.6029 1.6630 0.8575 0.067
H -3.2759 -1.2458 1.3108 0.086
H -1.5732 2.3932 -0.4164 0.087
H -1.6199 -2.0462 -0.3001 0.107
H 3.1874 1.5090 -0.7543 0.107
H 2.2333 -0.8979 -0.8611 0.126
H 3.6350 -0.6376 0.2044 0.103
H -0.4660 0.1028 -1.6024 0.100
H 1.3755 -1.5860 1.4303 0.083


Number 1: DFT total energy -76224.322 eV. Number 2: DFT total energy -195202.975 eV. Number 3: DFT total energy -19671.280 eV.